Below is a cluster of 2 separate species, C20H19F3N2O4S2 in total at a distorted geometry, with properties calculated with the ωB97M-V functional and the def2-TZVPD basis.

Its frontier orbital gap is 5.4094 eV. For the electronic energy, the calculation gives -2279.73605 hartree. For the energy above the lowest of the compared OMol25 structures with the same formula, charge and spin, the calculation gives 92.7 kcal/mol. The value obtained for the LUMO energy is -1.916 eV.

ORCA input file:
```
! RIJCOSX wB97M-V def2-TZVPD def2/J DEFGRID3
* xyz 0 1
C 0.60 3.38 -2.69
C 0.49 2.05 -3.07
C 0.85 1.00 -2.23
C 1.15 1.34 -0.92
C 0.84 0.30 0.13
C 0.28 0.92 1.33
N -1.00 1.18 1.56
C -1.38 2.27 2.61
C -2.59 1.79 3.33
O -3.63 1.32 2.48
C -3.34 0.58 1.31
C -2.18 1.18 0.52
C 1.49 2.64 -0.56
C 1.19 3.67 -1.46
H 0.21 4.24 -3.31
H 0.11 1.80 -4.05
H 0.93 -0.06 -2.53
H 0.19 -0.55 -0.24
H 1.00 1.16 2.15
H -0.51 2.33 3.24
H -1.61 3.24 2.09
H -2.37 0.99 4.05
H -3.00 2.67 3.84
H -3.14 -0.44 1.63
H -4.27 0.55 0.73
H -2.50 2.23 0.26
H -2.02 0.57 -0.38
H 1.97 2.80 0.42
H 1.45 4.67 -1.16
F 3.41 1.02 0.95
C 3.75 -0.17 0.45
F 4.49 0.00 -0.69
F 4.57 -0.79 1.31
S 2.15 -0.98 0.31
N 2.68 -3.25 -0.19
C 2.24 -3.20 -1.53
O 2.82 -3.59 -2.53
C 0.75 -2.94 -1.41
C 0.18 -3.44 -0.22
C -1.15 -3.36 0.17
C -2.04 -2.63 -0.65
C -1.46 -2.02 -1.80
C -0.07 -2.14 -2.15
S 1.61 -4.08 0.76
O 1.79 -5.47 0.53
O 1.40 -3.56 2.08
H -1.51 -3.65 1.16
H -3.11 -2.54 -0.32
H -2.19 -1.46 -2.38
H 0.48 -1.55 -2.94
*
```

Below is a structure of composition C20H19MgN4OS2, with properties calculated with the ωB97M-V functional and the def2-TZVPD basis.

Its frontier orbital gap is 7.6821 eV. For the electronic energy, the calculation gives -2064.17514 hartree. For the energy above the lowest of the compared OMol25 structures with the same formula, charge and spin, the calculation gives 3.3 kcal/mol. The value obtained for the LUMO energy is -3.173 eV.

ORCA input file:
```
! RIJCOSX wB97M-V def2-TZVPD def2/J DEFGRID3
* xyz 1 1
Mg 0.82 -0.57 0.36
C -0.36 -4.54 -0.81
C -0.24 -3.14 -0.31
N 0.87 -2.49 -0.26
N 2.02 -3.09 -0.66
C 3.09 -2.39 -0.30
N 4.26 -2.91 -0.70
S 3.19 -0.91 0.65
C -1.42 -2.38 0.21
C -2.70 -2.91 0.18
C -3.75 -2.17 0.71
C -3.51 -0.92 1.24
C -2.21 -0.45 1.22
N -1.19 -1.15 0.72
H 0.60 -5.03 -0.72
H -0.64 -4.54 -1.86
H -1.11 -5.10 -0.25
H 4.27 -3.79 -1.18
H 5.13 -2.51 -0.38
H -2.87 -3.88 -0.25
H -4.75 -2.58 0.70
H -4.30 -0.32 1.66
H -1.97 0.53 1.61
O 0.54 0.92 -0.78
S 0.45 2.37 -1.23
C 1.59 2.51 -2.57
C 2.74 1.72 -2.61
C 3.60 1.88 -3.68
C 3.32 2.81 -4.68
C 2.17 3.58 -4.62
C 1.29 3.42 -3.56
C 1.28 3.31 0.03
C 2.39 2.81 0.69
C 3.00 3.59 1.65
C 2.51 4.86 1.95
C 1.39 5.35 1.28
C 0.77 4.57 0.31
H 2.94 0.98 -1.84
H 4.50 1.28 -3.74
H 4.01 2.93 -5.51
H 1.95 4.29 -5.41
H 0.37 4.00 -3.52
H 2.80 1.84 0.43
H 3.87 3.22 2.17
H 2.99 5.46 2.70
H 1.01 6.33 1.51
H -0.11 4.94 -0.20
*
```

Below is a structure of composition C20H19N4O2PPdS3, with properties calculated with the ωB97M-V functional and the def2-TZVPD basis.

Its frontier orbital gap is 8.0306 eV. For the electronic energy, the calculation gives -2806.97341 hartree. For the energy above the lowest of the compared OMol25 structures with the same formula, charge and spin, the calculation gives 0.0 kcal/mol. The value obtained for the LUMO energy is -0.250 eV.

ORCA input file:
```
! RIJCOSX wB97M-V def2-TZVPD def2/J DEFGRID3
* xyz 0 1
Pd 1.52 -1.47 1.19
N 3.30 -2.54 0.86
N 4.12 -2.28 1.97
C 3.58 -1.63 3.11
O 4.23 -1.67 4.13
O 2.48 -0.99 2.91
H 3.03 -3.52 0.80
H 3.78 -2.27 0.01
H 4.81 -2.98 2.18
S -0.57 -0.80 1.99
P -1.24 -1.30 0.18
S 0.25 -2.50 -0.51
C -2.87 -2.06 0.17
C -4.01 -1.26 0.18
C -5.26 -1.84 0.24
C -5.38 -3.23 0.28
C -4.25 -4.03 0.26
C -2.99 -3.45 0.21
C -1.39 0.15 -0.90
C -1.16 1.43 -0.42
C -1.27 2.52 -1.28
C -1.61 2.32 -2.61
C -1.84 1.04 -3.09
C -1.73 -0.05 -2.24
H -3.91 -0.18 0.14
H -6.15 -1.22 0.25
H -6.36 -3.68 0.32
H -4.34 -5.10 0.29
H -2.10 -4.06 0.20
H -0.88 1.57 0.61
H -1.07 3.51 -0.90
H -1.69 3.17 -3.27
H -2.11 0.89 -4.13
H -1.91 -1.05 -2.62
N 1.98 -0.16 -2.47
C 2.09 0.90 -1.60
N 2.15 0.75 -0.32
C 2.24 1.98 0.31
C 2.29 2.17 1.69
C 2.36 3.46 2.18
C 2.39 4.56 1.32
C 2.35 4.39 -0.05
C 2.27 3.09 -0.54
S 2.20 2.55 -2.20
H 1.50 -0.95 -2.07
H 1.64 0.08 -3.39
H 2.28 1.31 2.35
H 2.39 3.62 3.25
H 2.44 5.56 1.73
H 2.38 5.24 -0.72
*
```

Below is a structure of composition C20H19N4OS2Sn at a distorted geometry, with properties calculated with the ωB97M-V functional and the def2-TZVPD basis.

Its frontier orbital gap (alpha / beta) is 7.2992 / 5.2868 eV. For the electronic energy, the calculation gives -2077.90053 hartree. For the energy above the lowest of the compared OMol25 structures with the same formula, charge and spin, the calculation gives 11.7 kcal/mol. The value obtained for the LUMO energy (alpha / beta) is -6.158 / -8.333 eV.

ORCA input file:
```
! RIJCOSX wB97M-V def2-TZVPD def2/J DEFGRID3
* xyz 2 2
Sn 0.00 -0.85 0.32
C 2.74 1.55 4.27
N 1.67 2.21 3.57
C 1.46 3.55 3.47
C 0.36 3.75 2.71
N -0.11 2.51 2.33
C 0.71 1.57 2.88
S 0.51 -0.11 2.88
C -1.31 2.30 1.61
C -2.42 3.08 1.91
C -3.58 2.91 1.18
C -3.58 1.99 0.14
C -2.44 1.24 -0.07
N -1.32 1.37 0.65
H 3.44 2.29 4.66
H 3.27 0.88 3.59
H 2.35 0.96 5.10
H 2.07 4.29 3.96
H -0.10 4.66 2.38
H -2.39 3.79 2.73
H -4.47 3.49 1.41
H -4.45 1.84 -0.48
H -2.40 0.52 -0.88
O 1.03 0.13 -1.51
N 1.18 -0.08 -2.80
C 1.98 -1.06 -3.22
C 2.13 -1.32 -4.57
C 1.45 -0.55 -5.50
C 0.64 0.47 -5.03
C 0.51 0.69 -3.67
H 2.48 -1.63 -2.45
H 2.77 -2.13 -4.88
H 1.54 -0.73 -6.56
H 0.09 1.11 -5.71
H -0.12 1.44 -3.24
S -2.04 -2.14 -0.91
C -2.00 -3.62 -1.82
C -2.45 -3.63 -3.15
C -2.47 -4.81 -3.85
C -2.04 -5.99 -3.25
C -1.59 -5.98 -1.93
C -1.58 -4.81 -1.21
H -2.80 -2.71 -3.60
H -2.82 -4.84 -4.87
H -2.07 -6.92 -3.80
H -1.26 -6.90 -1.47
H -1.27 -4.79 -0.18
*
```

Below is the molecule C20H19N5O3 at a distorted geometry, with properties calculated with the ωB97M-V functional and the def2-TZVPD basis.

Its frontier orbital gap is 8.5399 eV. For the electronic energy, the calculation gives -1272.92495 hartree. For the energy above the lowest of the compared OMol25 structures with the same formula, charge and spin, the calculation gives 115.1 kcal/mol. The value obtained for the LUMO energy is -0.434 eV. Its SMILES is O=C(O)c1ccnc(-c2cn([C@H]3CCN(C(=O)Cc4ccccc4)C3)nn2)c1.

ORCA input file:
```
! RIJCOSX wB97M-V def2-TZVPD def2/J DEFGRID3
* xyz 0 1
O -1.66 7.66 -0.08
O 2.20 -2.34 3.32
N 0.06 2.94 -0.09
N 0.54 1.81 0.24
N -1.04 4.05 -3.56
O -2.33 8.60 -1.90
C -1.81 7.52 -1.27
C 1.29 -2.23 2.52
C -0.49 2.91 -1.44
C -0.31 1.61 -1.82
C -1.54 5.08 -4.19
C -0.92 3.98 -2.21
C -0.20 -7.26 1.49
C 0.79 -6.99 2.49
C -1.01 -6.28 0.96
C -1.92 6.22 -3.47
C -1.04 5.22 -1.47
C 0.92 -5.60 2.78
C -0.77 -4.94 1.29
C -1.59 6.32 -2.10
C 0.17 -4.53 2.21
N 1.30 -1.51 1.32
N 0.46 0.96 -0.83
C 0.12 -3.08 2.93
C 2.53 -0.99 1.02
C 0.17 -1.13 0.41
C 2.40 -0.70 -0.38
C 0.92 -0.38 -0.72
H -2.02 9.30 -1.37
H -0.60 1.14 -2.76
H -1.91 4.75 -5.24
H -0.23 -8.27 1.07
H 1.44 -7.78 2.83
H -1.84 -6.49 0.28
H -2.36 7.04 -3.93
H -0.78 5.42 -0.37
H 1.63 -5.34 3.55
H -1.43 -4.21 0.97
H 0.23 -3.29 4.04
H -0.76 -2.52 2.77
H 3.27 -1.81 1.20
H 2.75 -0.10 1.60
H -0.39 -1.93 0.04
H -0.45 -0.56 1.13
H 2.58 -1.58 -0.98
H 3.04 0.12 -0.58
H 0.64 -0.80 -1.70
*
```

Below is the molecule C20H19NO3S, with properties calculated with the ωB97M-V functional and the def2-TZVPD basis.

Its frontier orbital gap is 7.9554 eV. For the electronic energy, the calculation gives -1452.17259 hartree. For the energy above the lowest of the compared OMol25 structures with the same formula, charge and spin, the calculation gives 47.0 kcal/mol. The value obtained for the LUMO energy is -0.275 eV. Its SMILES is O=C(/C=C/c1ccccc1)Oc1ccc(C(=S)N2CCOCC2)cc1.

ORCA input file:
```
! RIJCOSX wB97M-V def2-TZVPD def2/J DEFGRID3
* xyz 0 1
O -3.49 -3.55 -0.12
C -2.68 -2.65 -0.13
C -3.02 -1.23 -0.07
C -4.30 -0.85 0.03
C -4.81 0.51 0.10
C -6.17 0.70 0.32
C -6.71 1.98 0.40
C -5.88 3.08 0.25
C -4.53 2.90 0.03
C -3.99 1.63 -0.05
H -2.93 1.51 -0.23
H -3.88 3.76 -0.09
H -6.30 4.08 0.31
H -7.76 2.11 0.57
H -6.82 -0.16 0.44
H -5.04 -1.64 0.08
H -2.20 -0.52 -0.11
O -1.36 -2.98 -0.20
C -0.37 -2.03 -0.17
C 0.13 -1.50 -1.36
C 1.17 -0.59 -1.33
C 1.73 -0.20 -0.11
C 1.22 -0.73 1.07
C 0.18 -1.64 1.05
H -0.23 -2.04 1.96
H 1.63 -0.42 2.02
C 2.77 0.84 -0.09
N 3.91 0.62 0.58
C 4.40 -0.70 0.93
H 3.62 -1.45 0.78
C 5.61 -1.02 0.04
O 6.61 -0.05 0.17
C 6.13 1.23 -0.19
H 6.96 1.92 -0.05
C 4.94 1.63 0.69
H 4.53 2.59 0.37
H 5.26 1.68 1.74
H 5.82 1.23 -1.24
H 6.06 -1.97 0.34
H 5.28 -1.09 -1.01
H 4.71 -0.69 1.98
S 2.41 2.28 -0.81
H 1.54 -0.16 -2.24
H -0.30 -1.81 -2.30
*
```

Below is a structure of composition C20H20BrF3N4O6S at a distorted geometry, with properties calculated with the ωB97M-V functional and the def2-TZVPD basis.

Its frontier orbital gap is 7.9855 eV. For the electronic energy, the calculation gives -4715.82415 hartree. For the energy above the lowest of the compared OMol25 structures with the same formula, charge and spin, the calculation gives 373.1 kcal/mol. The value obtained for the LUMO energy is 0.223 eV.

ORCA input file:
```
! RIJCOSX wB97M-V def2-TZVPD def2/J DEFGRID3
* xyz 0 1
C 2.40 -5.39 -4.55
C 2.19 -3.94 -3.83
O 2.04 -3.77 -2.67
O 2.14 -2.98 -4.79
C 2.22 -1.56 -4.31
C 0.94 -1.56 -3.41
C 1.00 -0.86 -2.28
N -0.29 -0.40 -1.68
C -0.83 0.62 -1.02
O -0.34 1.62 -0.42
C -2.40 -0.15 -1.03
N -2.85 -0.38 0.16
C -3.59 0.53 0.86
O -4.47 1.21 0.24
C -3.95 0.28 2.27
H -3.59 -0.94 2.69
H -4.89 0.30 2.69
C -3.13 1.19 3.13
N -1.91 1.30 2.78
C -0.91 2.06 2.60
C 0.37 1.56 2.26
C -0.02 -0.05 2.41
N -1.35 -0.07 2.69
C 0.85 -1.23 2.27
F 0.31 -1.58 0.96
F 2.13 -0.73 2.07
F 1.00 -1.87 3.32
Br 1.83 2.36 1.98
C -1.00 3.50 2.52
C -2.19 4.25 1.88
C -2.19 4.44 3.23
H -1.73 5.44 3.60
H -2.81 3.87 3.95
H -2.85 3.68 1.37
H -1.91 5.13 1.19
H -0.30 4.10 2.38
H -3.31 1.29 4.09
H -3.62 2.03 2.96
H -2.27 -0.96 0.95
H -3.05 0.33 -1.59
C -1.49 -1.29 -1.53
H -1.56 -2.47 -1.20
S -1.89 -1.50 -3.51
C -0.23 -2.29 -3.83
H -0.39 -2.42 -5.06
H -0.39 -3.13 -3.23
C 2.16 0.03 -1.73
O 3.13 0.37 -2.37
O 1.93 0.32 -0.61
H 2.78 0.57 -0.31
H 2.92 -1.44 -3.76
H 1.96 -1.01 -5.19
H 1.92 -5.98 -3.97
H 2.01 -5.36 -5.49
H 3.52 -5.53 -4.60
*
```

Below is a structure of composition C20H20CdClN2O3S3, with properties calculated with the ωB97M-V functional and the def2-TZVPD basis.

Its frontier orbital gap is 8.5518 eV. For the electronic energy, the calculation gives -2931.64546 hartree. For the energy above the lowest of the compared OMol25 structures with the same formula, charge and spin, the calculation gives 0.0 kcal/mol. The value obtained for the LUMO energy is -2.652 eV.

ORCA input file:
```
! RIJCOSX wB97M-V def2-TZVPD def2/J DEFGRID3
* xyz 1 1
Cd 1.01 -0.17 -0.57
C 4.25 -0.42 0.83
C 4.43 0.83 -0.03
S 3.21 1.05 -1.36
C 2.64 2.76 -1.08
C 2.10 3.11 0.31
S 0.66 2.11 0.80
C 1.10 1.52 2.46
C 2.45 0.84 2.63
S 2.65 -0.67 1.64
H 5.04 -0.43 1.59
H 4.38 -1.33 0.23
H 5.41 0.77 -0.50
H 4.43 1.73 0.58
H 1.87 2.91 -1.84
H 3.47 3.42 -1.33
H 1.78 4.15 0.29
H 2.87 3.03 1.07
H 0.27 0.85 2.69
H 1.03 2.37 3.14
H 2.54 0.55 3.68
H 3.28 1.51 2.43
Cl -5.36 -4.79 2.82
C -3.91 -4.08 2.21
C -2.87 -4.89 1.78
C -1.71 -4.32 1.28
C -1.58 -2.95 1.22
O -0.40 -2.40 0.76
C -2.62 -2.12 1.65
C -2.56 -0.65 1.66
O -1.63 0.05 1.30
C -3.79 -2.70 2.15
H -2.97 -5.97 1.83
H -0.89 -4.94 0.94
H -3.49 -0.18 2.03
H -4.60 -2.08 2.48
N -4.94 1.77 -2.03
C -3.87 1.61 -2.43
C -2.54 1.40 -2.91
C -2.24 1.46 -4.27
C -0.93 1.24 -4.67
C 0.02 0.97 -3.70
N -0.26 0.92 -2.39
C -1.52 1.13 -2.01
H -3.02 1.68 -4.99
H -0.65 1.27 -5.71
H 1.05 0.77 -3.98
H -1.74 1.05 -0.95
O -1.38 -1.96 -1.23
C -0.46 -1.77 -0.49
*
```

Below is a structure of composition C20H20Cl2I2N6O2RuS at a distorted geometry, with properties calculated with the ωB97M-V functional and the def2-TZVPD basis.

Its frontier orbital gap (alpha / beta) is 7.1236 / 5.4234 eV. For the electronic energy, the calculation gives -3261.76167 hartree. The value obtained for the LUMO energy (alpha / beta) is -3.627 / -5.707 eV.

ORCA input file:
```
! RIJCOSX wB97M-V def2-TZVPD def2/J DEFGRID3
* xyz 1 6
Ru 0.26 -0.99 -0.32
Cl 2.11 3.62 -0.87
C 3.10 2.24 -0.71
C 4.48 2.35 -0.78
C 5.28 1.23 -0.68
Cl 6.97 1.41 -0.82
C 4.73 -0.07 -0.47
C 5.47 -1.26 -0.38
C 4.82 -2.45 -0.16
C 3.43 -2.44 -0.01
N 2.71 -1.34 -0.12
C 3.33 -0.18 -0.36
C 2.47 0.97 -0.52
O 1.22 0.85 -0.48
H 4.93 3.32 -0.94
H 6.54 -1.22 -0.49
H 5.36 -3.38 -0.08
H 2.89 -3.36 0.20
O 0.39 -0.97 1.79
N -0.37 -1.83 2.47
C -0.30 -1.81 3.82
C -1.08 -2.63 4.58
C -1.96 -3.51 3.95
C -1.99 -3.55 2.57
C -1.16 -2.71 1.83
S -1.10 -2.80 0.09
H 0.41 -1.09 4.22
H -1.01 -2.58 5.65
H -2.61 -4.15 4.53
H -2.64 -4.22 2.03
C -2.87 -0.13 -1.18
N -1.61 0.56 -0.81
C -1.87 1.35 0.42
N -2.94 2.31 0.22
C -4.16 1.57 -0.16
N -3.95 0.81 -1.39
C -3.58 1.73 -2.46
N -2.36 2.47 -2.12
C -1.28 1.52 -1.91
C -2.59 3.21 -0.88
H -3.14 -0.82 -0.38
H -2.70 -0.71 -2.09
H -0.95 1.89 0.69
H -2.14 0.67 1.23
H -4.97 2.29 -0.32
H -4.44 0.89 0.65
H -4.39 2.44 -2.62
H -3.42 1.17 -3.38
H -0.37 2.05 -1.66
H -1.12 0.95 -2.83
H -3.39 3.92 -1.03
H -1.67 3.75 -0.61
I 0.47 -1.69 -2.88
I 2.73 0.39 -4.02
*
```

Below is a structure of composition C20H20Cl2N6O4PPt at a distorted geometry, with properties calculated with the ωB97M-V functional and the def2-TZVPD basis.

Its frontier orbital gap is 6.2724 eV. For the electronic energy, the calculation gives -2784.64953 hartree. For the energy above the lowest of the compared OMol25 structures with the same formula, charge and spin, the calculation gives 0.0 kcal/mol. The value obtained for the LUMO energy is -3.889 eV.

ORCA input file:
```
! RIJCOSX wB97M-V def2-TZVPD def2/J DEFGRID3
* xyz 1 1
Pt 1.22 -0.27 0.58
Cl 2.16 5.77 -2.32
C 1.94 4.09 -2.06
C 1.78 3.61 -0.77
C 1.60 2.25 -0.54
N 1.41 1.65 0.69
C 1.28 2.24 1.90
O 1.34 3.42 2.17
C 0.97 1.19 2.95
C 0.68 1.58 4.25
C 0.30 0.63 5.18
C 0.22 -0.70 4.78
C 0.55 -1.02 3.47
N 0.92 -0.11 2.57
C 1.55 1.35 -1.66
C 1.74 1.85 -2.95
C 1.94 3.20 -3.15
Cl 2.18 3.79 -4.74
N 1.37 0.02 -1.33
C 1.01 -1.03 -2.03
O 0.60 -0.96 -3.28
C 1.03 -2.29 -1.33
C 0.86 -3.51 -1.97
C 0.99 -4.68 -1.26
C 1.32 -4.61 0.09
C 1.43 -3.37 0.68
N 1.25 -2.23 0.02
H 1.78 4.29 0.07
H 0.76 2.63 4.50
H 0.06 0.91 6.19
H -0.08 -1.47 5.46
H 0.52 -2.05 3.14
H 1.76 1.18 -3.80
H 0.65 -3.50 -3.04
H 0.87 -5.64 -1.74
H 1.48 -5.51 0.67
H 1.67 -3.28 1.73
N -1.48 0.79 -3.06
C -2.47 0.03 -2.27
P -2.14 0.22 -0.47
O -1.46 -1.16 -0.03
O -1.29 1.39 -0.17
C -3.74 0.13 0.46
N -3.48 -0.70 1.64
H -1.88 1.10 -3.93
H -0.02 -0.17 -3.37
H -1.20 1.62 -2.54
H -2.41 -1.02 -2.53
H -3.50 0.36 -2.45
H -4.49 -0.35 -0.17
H -4.07 1.14 0.69
H -1.99 -1.50 0.74
H -4.31 -1.19 1.94
H -3.16 -0.13 2.41
*
```